The following is a quantum chemistry calculation of CH3BrClP as an isolated structure in a non-equilibrium geometry, from OMol25.

Last column: Löwdin charge in e.
Cartesian coordinates (Å):
1 C 0.036 -1.094 0.143  -0.207
2 P 0.004 1.256 0.660  0.053
3 Cl 1.397 2.116 -0.493  0.052
4 Br -1.738 2.113 -0.467  0.092
5 H -0.392 -1.281 -0.891  0.011
6 H -0.414 -1.627 0.999  -0.012
7 H 1.108 -1.483 0.050  0.011

Results
Lowest unoccupied orbital energy = 0.0 eV
Charge = 0
Orbital gap = 9.0490 eV
ΔE to the lowest compared entry with this formula, charge and spin = 33.5 kcal/mol

***

The following is a quantum chemistry calculation of one molecule with the formula C4H5NO, from OMol25.

Last column: Löwdin charge in e.
Cartesian coordinates (Å):
1 O -1.237 -0.516 -0.615  -0.018
2 C -1.197 0.200 0.586  -0.177
3 N -0.197 1.085 0.699  -0.068
4 C 0.880 1.290 -0.042  -0.006
5 C -0.319 -1.451 -0.725  -0.260
6 C 0.537 -2.281 -0.873  0.119
7 H -2.162 0.422 1.016  0.112
8 H -0.258 1.630 1.553  0.160
9 H 1.006 0.729 -0.955  0.056
10 H 1.660 1.919 0.359  0.056
11 H 1.288 -3.026 -1.004  0.025

Results
Lowest unoccupied orbital energy = 0.8 eV
Charge = 0
Orbital gap = 7.9920 eV
ΔE to the lowest compared entry with this formula, charge and spin = 119.1 kcal/mol

***

The following is a quantum chemistry calculation of a 3-piece molecular cluster, C4H13NO2 overall in a non-equilibrium geometry, from OMol25.

Last column: Löwdin charge in e.
Cartesian coordinates (Å):
1 C -0.556 0.594 -2.604  -0.047
2 N 0.062 -0.177 -1.828  -0.052
3 C -0.097 -0.076 -0.384  -0.253
4 C -1.505 -0.453 0.072  -0.243
5 C -1.954 0.160 1.418  -0.097
6 H -1.144 1.467 -2.303  0.087
7 H -0.328 0.478 -3.656  0.069
8 H 0.654 -0.735 0.047  0.096
9 H 0.161 0.909 0.023  0.119
10 H -2.195 -0.103 -0.700  0.091
11 H -1.636 -1.520 0.152  0.099
12 H -3.035 0.125 1.444  0.064
13 H -1.575 -0.467 2.209  0.062
14 H -1.603 1.179 1.542  0.070
15 O 1.866 0.825 3.111  -0.048
16 H 1.703 -0.110 3.168  0.025
17 H 2.689 1.128 2.756  0.024
18 O 3.044 -0.764 -1.445  -0.071
19 H 3.354 -1.669 -1.410  0.026
20 H 2.093 -0.792 -1.610  -0.020

Results
Lowest unoccupied orbital energy = 0.8 eV
Charge = 0
SMILES = C=NCCC.O.O
Orbital gap = 10.6036 eV
ΔE to the lowest compared entry with this formula, charge and spin = 30.8 kcal/mol